Record 1
The following is a quantum chemistry calculation of a 2-piece molecular cluster, C33H38B2FN2O7 overall at a distorted geometry, from the Open Molecules 2025 dataset.

Atoms and positions in Å:
C  -4.044  6.350  0.327
C  -4.662  4.822  0.560
C  -6.052  4.257  -0.100
C  -6.513  2.725  0.303
C  -5.638  1.730  1.324
C  -6.291  0.261  1.640
C  -6.251  -0.148  3.262
C  -5.745  -0.956  0.664
C  -4.197  2.291  1.963
O  -3.459  1.401  2.864
C  -2.013  1.397  2.620
C  -1.493  0.339  1.480
C  -2.393  -0.070  0.131
C  -1.912  -1.159  -1.005
B  -2.938  -1.491  -2.256
O  -2.845  -0.955  -3.628
O  -4.046  -2.462  -1.944
C  -0.421  -1.910  -0.893
F  -0.030  -2.887  -1.946
C  0.491  -1.493  0.404
C  -0.014  -0.410  1.574
C  1.089  -0.140  2.784
O  0.806  -0.068  4.086
C  2.674  -0.015  2.262
C  3.748  1.095  2.808
B  3.341  2.245  3.910
N  2.942  1.982  5.362
O  3.366  3.667  3.418
C  5.320  1.129  2.247
C  5.783  0.026  1.108
C  4.726  -1.123  0.508
C  5.264  -2.155  -0.646
C  5.298  -1.397  -2.129
C  4.621  -2.453  -3.215
C  4.242  -1.621  -4.592
N  2.741  -1.558  -4.845
C  2.015  -0.231  -4.542
C  0.414  -0.350  -4.887
C  0.309  -1.892  -5.436
C  1.780  -2.615  -5.369
C  3.179  -1.108  1.100
C  2.012  -2.175  0.553
O  2.280  -3.459  0.303
C  -3.794  3.824  1.534
H  -4.630  6.974  -0.471
H  -4.211  6.907  1.369
H  -2.877  6.328  0.169
H  -6.684  4.946  -0.803
H  -7.542  2.355  -0.175
H  -7.456  0.359  1.396
H  -5.351  -0.919  3.394
H  -6.112  0.792  3.960
H  -7.240  -0.744  3.481
H  -5.022  -1.713  1.216
H  -6.706  -1.604  0.379
H  -5.327  -0.548  -0.350
H  -1.536  2.435  2.373
H  -1.508  1.048  3.645
H  -3.428  0.462  0.003
H  -3.817  -0.789  -3.891
H  -3.607  -3.176  -1.363
H  1.912  2.221  5.391
H  3.045  0.953  5.542
H  3.382  4.305  4.192
H  6.117  1.930  2.592
H  6.885  0.032  0.652
H  6.351  -2.518  -0.314
H  4.630  -3.128  -0.784
H  4.727  -0.376  -2.144
H  6.399  -1.214  -2.493
H  3.664  -2.993  -2.761
H  5.377  -3.309  -3.522
H  4.601  -0.497  -4.494
H  4.850  -2.060  -5.520
H  2.527  0.740  -4.138
H  -0.418  0.477  -4.766
H  -0.699  -2.354  -5.814
H  2.117  -3.705  -5.647
H  -2.778  4.244  1.998
O  6.715  -4.617  0.860
H  7.193  -5.438  0.578
H  7.033  -4.298  1.743
H  5.733  -4.750  0.855

Summary:
* DFT total energy: -56180.1967 eV
* net charge: +1
* HOMO: -9.2 eV
* HOMO-LUMO gap: 4.112 eV

---

Record 2
The following is a quantum chemistry calculation of one molecule with the formula C4H6FN3 at a distorted geometry, from the Open Molecules 2025 dataset.

Atoms and positions in Å:
C  -0.379  0.592  -1.827
C  0.052  0.778  -0.308
C  -0.848  0.378  1.621
C  0.604  -0.591  0.254
H  0.541  0.332  -2.330
H  -0.818  1.403  -2.298
H  0.918  1.451  -0.351
H  -1.472  0.453  2.616
H  0.290  -1.421  2.209
H  1.759  -2.057  0.454
N  -0.954  1.132  0.533
N  -0.031  -0.732  1.493
N  1.623  -1.272  -0.192
F  -1.284  -0.446  -1.872

Summary:
* DFT total energy: -11431.7781 eV
* HOMO: -9.0 eV
* SMILES string: [H]/N=C1\NC=N[C@@H]1CF
* HOMO-LUMO gap: 9.605 eV
* energy above the lowest of the compared OMol25 structures with the same formula, charge and spin: 88.1 kJ/mol

---

Record 3
The following is a quantum chemistry calculation of a 2-piece molecular cluster, C5H14 overall at a distorted geometry, from the Open Molecules 2025 dataset.

Atoms and positions in Å:
C  2.219  0.595  2.024
C  1.513  -0.773  2.204
H  3.245  0.446  2.360
H  2.321  0.956  0.994
H  1.750  1.389  2.601
H  1.031  -0.738  3.165
H  0.886  -0.966  1.329
H  2.228  -1.590  2.087
C  -1.654  0.399  -1.271
C  -0.226  0.780  -1.586
C  -2.039  -0.965  -1.562
H  -1.616  0.663  -0.148
H  -2.490  1.107  -1.485
H  0.042  0.978  -2.628
H  -1.230  -1.649  -1.801
H  0.429  -0.049  -1.314
H  0.116  1.604  -0.956
H  -2.660  -1.461  -0.765
H  -2.766  -0.989  -2.411

Summary:
* DFT total energy: -5400.5144 eV
* net charge: +1
* HOMO (alpha / beta): -14.5 / -14.5 eV
* HOMO-LUMO gap (alpha / beta): 11.136 / 3.670 eV
* multiplicity: 2
* energy above the lowest of the compared OMol25 structures with the same formula, charge and spin: 57.0 kJ/mol

---

Record 4
The following is a quantum chemistry calculation of a 2-piece molecular cluster, C15H28BrF3N3O5S2 overall at a distorted geometry, from the Open Molecules 2025 dataset.

Atoms and positions in Å:
C  -4.973  1.536  -2.057
C  -3.760  2.516  -1.806
O  -3.764  3.408  -2.911
C  -2.474  1.650  -1.782
C  -1.178  2.423  -1.352
C  -1.074  2.735  0.163
N  -0.679  1.561  1.021
C  -1.836  0.912  1.686
C  -2.335  1.913  2.821
C  -3.713  2.569  2.509
Br  -4.756  2.865  4.151
C  -0.019  0.711  0.183
N  -0.328  -0.599  0.179
N  0.908  1.369  -0.688
S  2.338  0.548  -0.968
O  2.328  -0.860  -0.705
O  2.689  0.762  -2.342
C  3.683  1.456  -0.016
F  4.693  0.685  0.262
F  4.067  2.446  -0.813
F  3.138  2.023  1.069
C  0.137  1.776  -1.912
H  -5.356  1.737  -3.076
H  -5.770  1.650  -1.303
H  -4.601  0.491  -2.091
H  -3.958  3.039  -0.845
H  -2.905  3.842  -3.015
H  -2.587  0.754  -1.134
H  -2.287  1.260  -2.805
H  -1.242  3.409  -1.863
H  -2.002  3.239  0.475
H  -0.267  3.491  0.276
H  -1.571  -0.009  2.228
H  -2.694  0.788  1.001
H  -1.557  2.701  2.921
H  -2.339  1.405  3.804
H  -4.280  1.989  1.759
H  -3.522  3.571  2.082
H  -1.150  -0.997  -0.260
H  0.281  -1.247  0.691
H  0.726  2.565  -2.413
H  -0.050  0.965  -2.635
C  4.784  -4.068  0.556
C  4.482  -5.544  0.831
C  3.041  -5.629  1.350
S  2.169  -4.232  0.638
O  1.779  -3.330  1.704
O  1.220  -4.708  -0.339
C  3.578  -3.535  -0.209
H  5.706  -3.941  -0.011
H  4.894  -3.531  1.503
H  4.573  -6.113  -0.097
H  5.182  -5.974  1.547
H  2.553  -6.551  1.040
H  2.999  -5.533  2.435
H  3.510  -2.452  -0.203
H  3.569  -3.908  -1.234

Summary:
* DFT total energy: -130572.2844 eV
* net charge: +1
* HOMO: -12.6 eV
* HOMO-LUMO gap: 7.245 eV

---

Record 5
The following is a quantum chemistry calculation of one molecule with the formula C6H12O at a distorted geometry, from the Open Molecules 2025 dataset.

Atoms and positions in Å:
C  -1.899  0.532  0.835
C  -0.723  -0.417  0.849
O  -1.032  -1.682  0.228
C  0.115  -1.591  -0.614
C  0.478  -0.197  -0.112
C  1.845  0.224  0.428
C  0.278  0.923  -1.222
H  -2.718  0.119  1.432
H  -1.614  1.499  1.265
H  -2.276  0.695  -0.179
H  -0.404  -0.577  1.891
H  -0.159  -1.647  -1.674
H  0.835  -2.384  -0.400
H  2.019  -0.354  1.326
H  1.962  1.278  0.725
H  2.684  0.030  -0.245
H  0.219  1.949  -0.828
H  -0.667  0.689  -1.705
H  1.057  0.911  -2.001

Summary:
* DFT total energy: -8462.9199 eV
* HOMO: -9.5 eV
* SMILES string: C[C@H]1OCC1(C)C
* HOMO-LUMO gap: 10.485 eV
* energy above the lowest of the compared OMol25 structures with the same formula, charge and spin: 138.4 kJ/mol

---

Record 6
The following is a quantum chemistry calculation of C45H37BrCaClF11N6O2Si as an isolated structure at a distorted geometry, from the Open Molecules 2025 dataset.

Atoms and positions in Å:
Ca  -16.342  -14.376  0.622
C  -16.791  -16.325  3.442
N  -17.595  -15.166  2.954
C  -19.021  -15.606  2.834
C  -19.722  -15.234  1.517
N  -18.890  -15.538  0.352
C  -19.556  -15.790  -0.781
C  -18.958  -16.611  -1.784
F  -17.844  -17.273  -1.452
C  -19.566  -16.904  -2.979
F  -18.912  -17.619  -3.918
C  -20.882  -16.453  -3.247
F  -21.431  -16.632  -4.475
C  -21.514  -15.634  -2.289
F  -22.730  -15.067  -2.507
C  -20.861  -15.291  -1.122
F  -21.458  -14.361  -0.337
C  -17.429  -14.088  3.924
C  -17.633  -12.647  3.404
N  -17.102  -12.456  2.053
C  -16.763  -11.219  1.653
C  -17.039  -9.931  2.245
F  -17.996  -9.786  3.201
C  -16.458  -8.759  1.755
F  -16.872  -7.614  2.360
C  -15.628  -8.795  0.638
F  -15.154  -7.628  0.119
C  -15.318  -10.015  0.019
F  -14.399  -10.117  -0.986
C  -15.962  -11.121  0.479
F  -15.614  -12.287  -0.148
H  -17.109  -16.650  4.449
H  -15.714  -16.058  3.461
H  -16.910  -17.161  2.737
H  -19.559  -15.059  3.638
H  -19.071  -16.673  2.993
H  -20.035  -14.200  1.572
H  -20.662  -15.789  1.493
H  -16.383  -14.145  4.317
H  -18.094  -14.212  4.835
H  -17.175  -11.939  4.121
H  -18.725  -12.424  3.449
Cl  -10.710  -10.219  3.453
C  -11.817  -11.399  3.055
C  -12.708  -11.819  4.062
C  -13.687  -12.749  3.791
C  -13.864  -13.280  2.453
O  -14.784  -14.168  2.216
C  -12.906  -12.865  1.425
C  -12.907  -13.469  0.078
O  -13.719  -14.306  -0.366
C  -11.879  -11.934  1.748
H  -12.600  -11.404  5.061
H  -14.325  -13.118  4.586
H  -12.058  -13.173  -0.581
H  -11.240  -11.540  0.964
Br  -22.320  -22.207  0.796
C  -20.694  -21.269  0.946
C  -20.706  -19.843  0.909
C  -19.523  -19.106  0.948
C  -18.272  -19.794  0.937
C  -18.238  -21.220  1.050
C  -19.438  -21.929  1.059
N  -17.130  -19.045  0.815
C  -16.002  -19.579  0.551
C  -14.715  -18.902  0.650
C  -13.556  -19.704  0.614
C  -12.315  -19.129  0.866
C  -12.286  -17.744  1.083
C  -13.467  -17.030  1.085
N  -14.680  -17.588  0.870
H  -21.637  -19.275  0.928
H  -19.535  -17.991  0.910
H  -17.260  -21.717  1.107
H  -19.404  -23.024  1.199
H  -15.883  -20.638  0.293
H  -13.638  -20.753  0.350
H  -11.396  -19.729  0.822
H  -11.338  -17.196  1.239
H  -13.447  -15.983  1.329
C  -19.474  -11.865  -0.532
Si  -18.518  -12.305  -2.136
C  -19.889  -12.528  -3.413
C  -17.461  -10.756  -2.584
N  -17.447  -13.633  -1.899
C  -16.780  -14.075  -2.954
C  -16.860  -13.667  -4.348
C  -16.211  -14.341  -5.368
C  -15.325  -15.414  -5.075
C  -15.201  -15.831  -3.725
C  -15.894  -15.173  -2.732
F  -15.759  -15.581  -1.408
H  -19.746  -10.804  -0.590
H  -18.907  -11.971  0.396
H  -20.392  -12.464  -0.437
H  -19.947  -11.610  -3.999
H  -20.885  -12.617  -2.946
H  -19.860  -13.358  -4.148
H  -17.726  -9.942  -1.896
H  -17.700  -10.400  -3.590
H  -16.371  -10.945  -2.516
H  -17.479  -12.793  -4.602
H  -16.410  -14.079  -6.426
H  -14.720  -15.884  -5.840
H  -14.508  -16.617  -3.453

Summary:
* DFT total energy: -199077.3105 eV
* net charge: -2
* HOMO: -1.5 eV
* HOMO-LUMO gap: 4.592 eV
* energy above the lowest of the compared OMol25 structures with the same formula, charge and spin: 0.0 kJ/mol